Record 1
Below is a 9-piece molecular cluster, C11H38N10O12S overall in a non-equilibrium geometry, with properties calculated with ωB97M-V/def2-TZVPD.

Values from the calculation:
- energy above the lowest of the compared OMol25 structures with the same formula, charge and spin (kcal per mole) = 2.15
- HOMO level (Ha) = -0.165
- charge = -2
- HOMO-LUMO gap (Ha) = 0.3277

Geometry (Å):
S 0.58 -0.26 0.06
O 1.09 0.16 -1.25
O -0.65 -1.04 -0.22
O 1.54 -1.11 0.78
O 0.32 0.96 0.85
C 4.60 0.39 -1.02
O 5.79 0.57 -1.31
N 4.11 -0.76 -0.49
N 3.65 1.29 -1.30
H 3.14 -0.69 -0.19
H 4.69 -1.56 -0.33
H 4.03 2.22 -1.38
H 2.64 1.21 -1.20
C 1.85 3.91 1.67
O 2.41 5.00 1.84
N 2.47 2.71 1.77
N 0.53 3.81 1.42
H 1.88 1.90 1.58
H 3.46 2.71 1.88
H 0.04 4.68 1.39
H 0.19 2.86 1.28
C -2.65 0.94 -2.65
O -3.62 1.40 -3.28
N -2.79 0.01 -1.66
N -1.43 1.45 -2.81
H -2.09 -0.27 -0.96
H -3.72 -0.38 -1.67
H -1.34 2.24 -3.42
H -0.60 1.00 -2.47
C -2.53 -3.81 0.82
O -3.25 -4.68 1.31
N -1.45 -4.15 0.05
N -2.65 -2.46 0.89
H -0.79 -3.42 -0.17
H -1.29 -5.08 -0.30
H -3.54 -2.12 1.21
H -1.99 -1.83 0.41
C 0.45 4.05 -3.08
O 0.30 3.34 -4.09
N 0.84 3.56 -1.91
N 0.33 5.42 -3.13
H 0.91 2.56 -1.79
H 0.80 4.14 -1.10
H 0.53 5.92 -2.29
H 0.22 5.87 -4.01
C -1.66 1.79 3.85
C -1.05 0.40 3.97
O 0.29 0.42 3.53
H -1.03 2.59 4.22
H -2.69 1.78 4.22
H -1.80 1.99 2.79
H -1.65 -0.34 3.43
H -1.11 0.08 5.01
H 0.31 0.43 2.55
C -1.02 -3.31 -4.90
C -1.35 -2.36 -3.74
O -0.36 -2.33 -2.74
H -0.07 -3.11 -5.41
H -1.76 -3.12 -5.69
H -1.05 -4.35 -4.59
H -2.30 -2.63 -3.26
H -1.57 -1.39 -4.20
H -0.53 -1.70 -2.02
C 0.23 -3.12 4.68
C 0.18 -3.17 3.14
O 1.47 -3.04 2.61
H 1.16 -3.55 5.06
H -0.64 -3.56 5.17
H 0.31 -2.10 5.08
H -0.49 -2.42 2.72
H -0.22 -4.17 2.92
H 1.38 -2.38 1.88

---

Record 2
Below is a 10-piece molecular cluster, C6H32N2O9 overall in a non-equilibrium geometry, with properties calculated with ωB97M-V/def2-TZVPD.

Values from the calculation:
- energy above the lowest of the compared OMol25 structures with the same formula, charge and spin (kcal per mole) = 99.22
- HOMO level (Ha) = -0.343
- SMILES string = C=CC[C@H](N)CNC.O.O.O.O.O.O.O.O.O
- HOMO-LUMO gap (Ha) = 0.3538

Geometry (Å):
N 0.27 -0.03 1.59
C 0.03 1.09 0.65
C 0.86 2.37 1.18
C 0.80 3.46 0.17
C -0.23 3.57 -0.62
C 0.60 0.63 -0.63
N -0.58 0.33 -1.56
C -0.06 -0.34 -2.78
H 1.14 -0.46 1.45
H -0.10 0.21 2.55
H -1.08 1.28 0.60
H 1.87 2.08 1.68
H 0.19 2.65 1.94
H 1.64 4.16 0.13
H -0.32 4.34 -1.40
H -1.13 3.06 -0.63
H 1.43 1.34 -1.01
H 1.18 -0.28 -0.50
H -1.29 -0.27 -1.18
H 0.36 -1.31 -2.64
H 0.60 0.34 -3.17
H -0.96 -0.57 -3.30
H 0.09 -3.09 -0.06
H 0.25 -4.51 -0.36
O 0.82 -3.76 -0.19
H -1.47 1.81 -2.03
H -2.37 1.51 -3.33
O -2.37 1.98 -2.47
H -2.03 -1.90 -0.15
H -0.78 -1.22 0.70
O -1.23 -2.12 0.43
H 2.11 -2.90 1.78
H 3.36 -3.40 1.04
O 3.07 -3.09 1.83
H -1.38 -1.82 2.63
H -2.27 -2.80 2.07
O -2.16 -2.33 2.92
H 4.46 -1.63 -1.62
H 3.10 -1.44 -1.30
O 3.62 -1.72 -2.03
H -3.88 -0.76 0.96
H -3.19 0.26 0.07
O -3.27 -0.63 0.35
H 3.44 -0.86 1.85
H 3.56 -0.23 3.12
O 3.29 0.01 2.24
H -3.51 2.27 -1.02
H -3.41 2.76 0.27
O -3.06 1.96 -0.23

---

Record 3
Below is one molecule with the formula C3H3N5 in a non-equilibrium geometry, with properties calculated with ωB97M-V/def2-TZVPD.

Values from the calculation:
- energy above the lowest of the compared OMol25 structures with the same formula, charge and spin (kcal per mole) = 109.20
- HOMO level (Ha) = -0.349
- SMILES string = [H]/N=c1\cncnnn1
- HOMO-LUMO gap (Ha) = 0.3263

Geometry (Å):
C 1.18 0.40 0.03
C 0.31 -0.70 0.73
C -1.64 -0.33 -0.40
H 2.39 -0.84 -1.13
H 0.48 -1.17 1.72
H -2.20 -0.86 -1.12
N 2.27 0.23 -0.61
N -0.89 -0.97 0.42
N -1.45 0.95 -0.61
N -0.86 1.65 0.33
N 0.40 1.62 0.64

---

Record 4
Below is one molecule with the formula C4H6N2O2 in a non-equilibrium geometry, with properties calculated with ωB97M-V/def2-TZVPD.

Values from the calculation:
- energy above the lowest of the compared OMol25 structures with the same formula, charge and spin (kcal per mole) = 58.66
- HOMO level (Ha) = -0.360
- SMILES string = C/C=N\N(C=O)C=O
- HOMO-LUMO gap (Ha) = 0.3811

Geometry (Å):
C -0.05 -1.83 0.73
C 0.07 -0.52 1.43
C 0.76 0.26 -1.41
C -0.66 2.16 -0.68
H -0.71 -1.81 -0.15
H -0.55 -2.49 1.47
H 0.92 -2.29 0.43
H 0.10 -0.44 2.53
H 1.45 -0.50 -0.95
H -1.35 2.37 0.20
N -0.12 0.66 0.94
N -0.14 0.87 -0.42
O 0.86 0.64 -2.54
O -0.55 2.91 -1.58

---

Record 5
Below is a 2-piece molecular cluster, C5H11FNO3 overall in a non-equilibrium geometry, with properties calculated with ωB97M-V/def2-TZVPD.

Values from the calculation:
- energy above the lowest of the compared OMol25 structures with the same formula, charge and spin (kcal per mole) = 0.00
- HOMO level (spin up / spin down) (Ha) = -0.437 / -0.437
- charge = +1
- HOMO-LUMO gap (spin up / spin down) (Ha) = 0.3006 / 0.3007

Geometry (Å):
C -0.84 2.69 0.68
C -0.56 1.79 1.63
C -0.09 -1.61 -0.65
C 1.72 -0.17 -1.12
C -1.44 -1.95 -1.18
N 2.56 -0.56 0.04
O 0.52 -0.70 -1.19
O -1.77 3.65 0.90
O -1.75 -1.01 -2.15
F 0.34 0.81 1.48
H -0.24 2.69 -0.23
H -1.03 1.74 2.68
H 0.50 -2.40 -0.11
H 1.59 0.87 -1.44
H -2.11 -2.01 -0.25
H -1.16 -2.92 -1.68
H 3.49 -0.24 -0.23
H 2.46 -1.68 0.20
H 2.40 0.00 0.88
H -2.28 4.04 0.10
H -2.62 -0.59 -1.91